{"formula": "C18H37N2O4", "method": "ωB97M-V/def2-TZVPD", "elements": ["C", "N", "C", "C", "C", "O", "C", "O", "C", "C", "C", "C", "C", "C", "C", "C", "C", "O", "O", "C", "C", "N", "C", "C", "H", "H", "H", "H", "H", "H", "H", "H", "H", "H", "H", "H", "H", "H", "H", "H", "H", "H", "H", "H", "H", "H", "H", "H", "H", "H", "H", "H", "H", "H", "H", "H", "H", "H", "H", "H", "H"], "xyz": [[6.29, 0.30, -0.94], [4.98, -0.32, -1.05], [4.82, -1.42, -0.13], [3.88, 0.61, -1.05], [3.63, 1.39, 0.26], [2.51, 2.26, 0.12], [1.31, 1.75, 0.22], [1.08, 0.57, 0.43], [0.22, 2.78, 0.04], [-0.72, 2.76, 1.25], [-1.96, 3.62, 1.05], [-2.89, 3.17, -0.08], [-3.29, 1.69, 0.02], [-4.52, 1.37, -0.83], [-4.95, -0.09, -0.73], [-4.02, -1.05, -1.48], [-2.74, -1.34, -0.77], [-2.64, -1.54, 0.43], [-1.72, -1.44, -1.61], [-0.37, -1.61, -1.16], [-0.11, -2.93, -0.42], [-0.47, -2.84, 1.01], [-0.80, -4.16, 1.57], [0.57, -2.19, 1.81], [7.04, -0.45, -1.18], [6.37, 1.11, -1.66], [6.50, 0.69, 0.07], [5.56, -2.19, -0.38], [4.97, -1.14, 0.92], [3.83, -1.85, -0.25], [2.97, 0.06, -1.30], [4.06, 1.34, -1.85], [4.48, 2.03, 0.50], [3.44, 0.69, 1.08], [-0.34, 2.52, -0.86], [0.68, 3.76, -0.09], [-1.01, 1.73, 1.45], [-0.17, 3.13, 2.12], [-1.66, 4.65, 0.87], [-2.53, 3.61, 1.99], [-2.43, 3.36, -1.05], [-3.79, 3.78, -0.03], [-3.50, 1.44, 1.06], [-2.45, 1.07, -0.31], [-5.34, 2.00, -0.49], [-4.32, 1.63, -1.87], [-5.95, -0.19, -1.16], [-5.00, -0.39, 0.32], [-3.80, -0.67, -2.48], [-4.53, -2.01, -1.59], [0.20, -1.60, -2.09], [-0.08, -0.75, -0.55], [0.94, -3.19, -0.51], [-0.71, -3.72, -0.89], [-1.36, -2.24, 1.02], [-1.07, -4.06, 2.62], [-1.65, -4.59, 1.05], [0.05, -4.83, 1.49], [0.83, -1.22, 1.39], [1.47, -2.81, 1.84], [0.22, -2.04, 2.83]], "total_charge": 1, "mol_weight_g_mol": 345.504, "smiles": "CN(C)CCOC(=O)CCCCCCCCC(=O)OCC[NH+](C)C", "e_homo_ev": -10.8, "relative_energy_kj_mol": 19.8}